No. 1
Entry from OMol25: C54H69FGeN4ReSi as an isolated structure (the ωB97M-V functional and the def2-TZVPD basis).

Structure (XYZ):
```
131
Properties=species:S:1:pos:R:3:lowdin_spin:R:1
H -2.941 -1.591 1.144 0.000
C -3.395 -1.485 -0.958 -0.006
C -1.917 -2.380 4.462 0.001
C 0.211 -1.851 -0.566 0.022
C 1.998 0.546 -2.359 0.017
H -2.068 -4.256 -0.706 0.000
H -0.586 7.477 -1.818 0.000
N 0.875 1.107 -1.764 0.048
C 3.341 0.830 -4.556 0.002
C -0.469 6.590 -1.190 0.000
H 4.336 -3.016 2.904 0.000
C -1.639 -4.403 -1.694 0.002
C 0.474 -2.682 0.694 0.012
N -0.979 -0.045 1.738 0.047
C -1.804 0.766 2.501 0.009
H 5.922 -1.701 4.306 0.000
N 2.052 -0.321 0.662 0.018
H 6.434 -2.850 -1.651 0.000
H 5.410 1.377 -4.976 0.000
H 1.596 -4.779 -2.206 0.000
C -1.727 -1.258 3.486 0.015
H -5.006 -0.519 3.748 0.000
H -5.442 0.842 4.799 0.000
H -3.889 1.019 0.804 0.000
C -1.742 5.740 -1.170 -0.001
C 1.234 -3.816 0.709 0.005
H -4.806 1.126 3.167 0.000
H -5.551 -3.605 -2.531 0.000
C 1.277 2.160 -3.750 0.009
C 5.509 -1.289 -0.433 0.000
H -0.973 6.342 2.395 0.000
H -3.233 -0.127 5.480 0.000
H 4.382 2.737 -4.504 0.000
C 3.002 -0.072 -1.626 -0.001
C 1.850 -4.465 1.835 0.002
C -2.766 0.795 -2.920 0.001
C 2.214 1.156 -3.623 0.016
H 1.652 5.222 -5.368 0.000
H 4.688 -2.662 -1.907 0.000
H 2.400 -2.511 4.649 0.000
H -1.132 -5.370 -1.703 0.000
C 1.134 3.164 -4.851 0.001
F 2.771 -4.860 3.931 0.000
N -0.828 2.349 0.118 0.069
H 2.107 -3.211 -2.843 0.000
C -4.986 -3.157 -1.720 0.000
Ge -0.333 -2.984 -2.079 0.003
C 0.503 2.147 -2.550 0.025
H -3.037 1.518 4.921 0.001
C -2.682 5.127 1.841 0.002
C -3.290 0.505 4.589 0.006
C -5.104 -3.659 -0.432 -0.001
H 5.682 -2.449 1.935 0.000
C 4.221 -1.015 0.281 -0.002
C -1.578 4.483 -0.378 -0.007
H -2.396 0.146 -3.711 0.000
H -3.184 5.920 1.280 0.000
C -3.517 -2.019 0.330 -0.001
H -2.294 6.393 3.574 0.000
H -2.445 -4.414 -2.430 0.000
C 3.084 -0.361 -0.281 0.005
C 5.481 -2.638 -1.157 0.000
C -0.799 -1.952 -3.700 0.001
H -2.630 2.670 2.973 0.002
H -4.433 -3.478 1.603 0.000
C 2.112 -2.662 3.617 0.004
C 0.197 -2.183 2.075 0.004
H 2.206 -5.480 1.688 0.000
C -4.145 -2.079 -1.972 -0.001
C -3.806 1.249 -0.259 0.000
H -1.152 -1.322 6.198 0.000
H 6.333 -1.288 0.286 0.000
C -1.748 5.747 2.882 0.001
C 1.276 -3.921 -2.797 -0.001
Re -0.187 0.280 -0.132 2.481
C 5.218 -1.204 3.632 0.000
H 1.200 -1.646 -0.998 0.015
H -4.078 -1.690 -2.984 0.000
C -2.295 0.027 3.577 0.042
C -0.882 3.294 -0.867 0.014
H 1.063 -4.262 -3.815 0.000
H 1.246 -0.725 3.420 -0.001
H 4.928 1.592 -3.286 0.000
H -2.022 5.487 -2.197 0.000
H 4.342 -0.910 4.214 0.000
C -1.004 -2.277 5.686 0.001
C 4.591 1.682 -4.319 0.001
H -0.700 -0.885 -3.515 0.000
H 5.268 -3.440 -0.447 0.000
H 0.040 -2.344 5.377 0.000
H 3.598 -0.228 -4.461 0.000
C -0.375 3.175 -2.140 0.023
Si -2.491 0.183 -1.140 0.016
C -4.723 0.491 4.051 0.003
H 5.733 -0.487 -1.143 0.000
H -1.248 4.967 3.458 0.000
H 1.376 4.951 -3.640 0.000
H -1.740 -3.336 3.964 0.000
H -2.963 -2.395 4.790 0.000
H -3.845 0.921 -3.062 0.000
H -1.198 -3.084 6.399 0.000
H 0.370 6.006 -1.570 0.000
C -2.008 2.146 2.254 0.017
H -4.761 1.004 -0.735 0.000
H -3.624 2.321 -0.373 0.000
H -3.471 4.567 2.351 0.000
C -0.899 -1.244 2.366 0.048
H -0.211 6.916 -0.180 0.000
H 0.002 -3.074 2.670 0.000
H 1.564 2.755 -5.771 0.000
H -2.569 6.327 -0.763 0.000
C 3.859 -1.440 1.532 0.002
H 3.002 0.968 -5.587 0.000
H 1.457 -4.288 -0.242 0.000
C 2.478 -1.044 1.703 -0.005
C -1.963 4.223 0.891 0.005
H -0.543 3.989 -2.831 0.002
H 0.071 3.328 -5.062 0.000
H 2.866 4.390 -4.382 0.000
H -0.091 -2.216 -4.488 0.000
C -1.560 2.861 1.195 -0.003
H -1.813 -2.162 -4.048 0.000
H -2.298 1.772 -3.041 0.001
C 4.795 -2.124 2.487 0.001
H -5.757 -4.501 -0.232 0.000
C -4.364 -3.085 0.594 0.000
C 2.189 -3.917 3.080 0.001
C 1.548 -1.565 2.784 0.003
H 3.883 -0.338 -2.200 0.000
H 5.686 -0.291 3.254 0.000
C 1.794 4.513 -4.547 0.000
```

Its relative energy (zero: lowest compared OMol25 entry of this formula, charge and spin) is 121.6 kJ/mol. Its strongest force on any atom is 0.51 eV/Å. The spin multiplicity is 4. For the gap between HOMO and LUMO (spin up / spin down), the calculation gives 4.3 / 4.3 eV. The calculated total energy is -4862.7074 hartree. Its molecular weight is 1080.08 g/mol. The charge is -2. The HOMO energy (spin up / spin down) is -0.11 / -0.15 eV.


No. 2
Entry from OMol25: C24H36BF4KO18 as an isolated structure (the ωB97M-V functional and the def2-TZVPD basis).

Structure (XYZ):
```
84
Properties=species:S:1:pos:R:3:lowdin_charge:R:1
O 15.663 18.101 -13.360 0.070
H 6.091 17.867 -16.562 0.086
O 8.744 16.794 -13.256 0.057
H 6.009 18.215 -19.269 0.135
C 12.398 23.968 -18.284 -0.002
H 6.208 18.349 -21.020 0.139
H 9.962 22.946 -12.253 0.099
C 10.644 25.078 -21.127 -0.567
C 8.901 17.589 -20.180 -0.587
H 11.629 19.146 -13.268 0.071
H 7.625 19.883 -18.874 0.124
H 7.822 20.204 -21.916 0.102
O 9.500 20.562 -8.748 0.165
H 8.235 21.390 -20.700 0.063
H 8.366 23.615 -12.452 0.086
H 7.618 16.119 -15.931 0.152
C 5.359 21.438 -17.005 -0.565
H 9.239 18.281 -14.603 0.103
H 11.381 17.387 -13.126 0.082
H 10.099 20.416 -12.676 0.102
H 7.301 22.497 -18.757 0.110
C 15.262 16.818 -13.178 -0.569
H 13.352 24.474 -18.374 0.092
C 8.437 21.526 -11.871 -0.298
C 7.665 19.513 -19.899 -0.285
F 11.477 20.910 -16.914 0.053
H 13.217 17.889 -14.821 0.145
O 7.633 17.183 -20.177 0.097
C 9.178 20.207 -12.130 -0.085
C 7.019 18.157 -16.065 -0.013
O 4.767 20.464 -16.674 0.164
F 10.078 20.511 -15.159 0.119
F 9.321 20.193 -17.338 0.105
H 7.367 21.396 -12.054 0.155
O 11.692 25.083 -20.276 0.080
H 8.558 22.830 -16.935 0.073
H 6.075 23.714 -19.056 0.145
H 9.834 23.405 -18.874 0.116
C 7.982 23.676 -16.562 -0.007
H 8.366 24.526 -17.137 0.093
H 8.975 22.510 -13.699 0.067
O 6.732 16.722 -14.188 0.079
C 8.969 17.225 -14.587 -0.101
O 10.448 25.893 -21.965 0.180
H 11.690 24.616 -17.756 0.095
O 6.934 16.382 -11.979 0.176
C 14.533 18.939 -13.476 -0.106
H 12.375 18.233 -11.930 0.105
O 8.644 21.723 -10.465 0.087
C 9.250 20.663 -9.904 -0.573
C 6.740 18.305 -20.067 -0.047
O 15.993 15.899 -12.985 0.164
H 5.890 24.206 -16.649 0.161
F 10.854 18.764 -16.421 0.096
O 13.927 16.733 -13.239 0.085
H 8.102 23.933 -15.514 0.083
C 7.521 20.602 -20.949 0.004
C 6.376 22.934 -18.360 -0.100
H 7.723 18.473 -16.838 0.070
H 14.664 19.641 -14.301 0.130
K 11.786 19.204 -19.161 0.946
C 8.961 22.719 -12.630 -0.021
H 12.376 23.044 -17.706 0.073
O 9.553 19.740 -10.837 0.075
C 10.389 23.248 -19.796 -0.086
B 10.412 20.089 -16.460 -1.325
H 9.734 16.616 -15.060 0.135
H 6.520 21.025 -20.902 0.098
O 6.089 22.216 -16.201 0.101
H 12.513 23.208 -20.321 0.152
C 12.086 18.201 -12.981 0.002
O 9.845 24.019 -20.868 0.059
H 8.595 19.446 -12.641 0.125
C 13.375 17.977 -13.746 -0.287
O 9.838 16.878 -20.411 0.135
H 6.735 19.006 -15.444 0.093
C 7.432 16.599 -13.029 -0.567
C 11.831 23.776 -19.680 -0.302
C 7.619 17.002 -15.288 -0.282
C 6.546 23.377 -16.924 -0.296
H 14.358 19.563 -12.595 0.137
O 8.992 18.924 -20.029 0.003
O 5.396 21.899 -18.290 0.053
H 10.420 22.221 -20.157 0.119
```

Its strongest force on any atom is 1.48 eV/Å. For the gap between HOMO and LUMO, the calculation gives 9.2 eV. The calculated total energy is -3315.0959 hartree. Its molecular weight is 738.44 g/mol. The HOMO energy is -10.67 eV.


No. 3
Entry from OMol25: a 3-piece molecular cluster, CH9NO2 overall (the ωB97M-V functional and the def2-TZVPD basis).

Structure (XYZ):
```
13
Properties=species:S:1:pos:R:3:lowdin_charge:R:1
H -1.950 2.246 -1.765 0.045
H 0.046 -1.295 2.834 -0.001
H -0.301 0.159 -0.405 0.062
H -0.046 -0.902 1.285 -0.063
H 2.504 -0.594 -0.084 0.075
H 1.828 0.846 0.607 0.067
O -0.586 -1.245 2.104 -0.174
O -1.304 1.532 -1.802 -0.053
H -1.894 0.866 -2.180 0.048
N 0.387 -0.499 -0.048 -0.051
C 1.719 0.139 -0.188 -0.118
H 1.756 0.712 -1.097 0.065
H 0.391 -1.280 -0.690 0.098
```

Its relative energy (zero: lowest compared OMol25 entry of this formula, charge and spin) is 21.1 kJ/mol. Its strongest force on any atom is 1.93 eV/Å. For the gap between HOMO and LUMO, the calculation gives 10.0 eV. The calculated total energy is -248.7072 hartree. Its molecular weight is 67.09 g/mol. The HOMO energy is -9.51 eV. The SMILES is CN.O.O.


- Among the records above, which one has the lowest molecular weight?
  CH9NO2